[1]
The following is a quantum chemistry calculation of a 14-piece molecular cluster, C26H80BrFO13PS13 overall, from the Open Molecules 2025 dataset.

Last column: Mulliken charge in e.
Element x y z (Å)
F (10.24, 3.32, 2.67)  -0.149
P (9.44, 4.67, 2.55)  0.357
Br (7.29, 4.35, 2.59)  0.320
H (9.86, 5.57, 3.57)  0.224
H (9.83, 5.26, 1.32)  0.215
C (6.30, 0.95, 1.92)  -0.661
S (5.61, 0.87, 0.27)  0.533
O (4.93, 2.18, 0.01)  -0.706
C (4.34, -0.33, 0.64)  -0.301
H (7.10, 1.69, 1.92)  -0.010
H (5.53, 1.26, 2.63)  0.533
H (6.70, -0.02, 2.20)  0.182
H (3.69, 0.05, 1.43)  0.349
H (4.81, -1.27, 0.96)  0.023
H (3.76, -0.51, -0.26)  0.070
C (9.40, 0.91, 5.32)  -0.772
S (7.94, -0.02, 4.86)  0.715
O (6.75, 0.78, 5.26)  -0.588
C (8.15, -1.32, 6.09)  -1.090
H (9.45, 1.80, 4.70)  -0.032
H (9.34, 1.21, 6.37)  0.365
H (10.29, 0.31, 5.16)  0.395
H (8.16, -0.88, 7.09)  0.355
H (9.08, -1.85, 5.90)  0.384
H (7.31, -2.01, 6.01)  0.297
C (3.77, 4.50, 6.52)  -1.010
S (4.53, 4.96, 4.96)  0.630
O (5.10, 6.33, 5.12)  -0.667
C (2.99, 5.13, 4.04)  -0.939
H (4.56, 4.38, 7.26)  0.296
H (3.09, 5.28, 6.84)  0.347
H (3.24, 3.56, 6.40)  0.347
H (2.35, 5.87, 4.53)  0.346
H (2.49, 4.16, 4.01)  0.363
H (3.22, 5.45, 3.03)  0.300
C (-0.89, -0.95, -0.62)  -0.718
S (0.59, -1.95, -0.72)  0.449
O (1.48, -1.55, 0.42)  -0.610
C (1.25, -1.17, -2.20)  -0.973
H (-1.44, -1.24, 0.27)  -0.005
H (-0.62, 0.11, -0.56)  0.431
H (-1.51, -1.13, -1.50)  0.408
H (1.38, -0.10, -2.04)  0.252
H (0.56, -1.34, -3.03)  0.345
H (2.21, -1.63, -2.43)  0.374
C (5.32, -5.37, 0.82)  -0.993
S (5.18, -4.04, 2.02)  0.607
O (6.05, -2.92, 1.56)  -0.709
C (6.05, -4.89, 3.34)  -0.901
H (4.86, -5.04, -0.11)  0.288
H (6.37, -5.61, 0.65)  0.445
H (4.79, -6.25, 1.19)  0.286
H (7.05, -5.16, 3.02)  0.304
H (5.49, -5.79, 3.63)  0.380
H (6.11, -4.22, 4.20)  0.201
C (6.74, 3.21, -2.66)  -0.644
S (8.23, 2.20, -2.74)  0.538
O (9.10, 2.60, -1.58)  -0.636
C (8.91, 2.98, -4.21)  -0.939
H (6.17, 2.92, -1.77)  0.152
H (7.01, 4.27, -2.58)  0.298
H (6.14, 3.04, -3.55)  0.329
H (9.04, 4.05, -4.04)  0.285
H (8.23, 2.82, -5.05)  0.348
H (9.87, 2.52, -4.43)  0.338
C (-4.10, 0.22, -4.35)  -0.635
S (-2.61, -0.78, -4.45)  0.488
O (-1.72, -0.37, -3.32)  -0.563
C (-1.96, -0.01, -5.94)  -1.059
H (-4.65, -0.07, -3.46)  0.356
H (-3.84, 1.27, -4.29)  0.148
H (-4.72, 0.04, -5.23)  0.208
H (-1.84, 1.07, -5.78)  0.297
H (-2.65, -0.18, -6.77)  0.389
H (-1.00, -0.46, -6.17)  0.346
C (-4.19, -2.10, 1.30)  -0.977
S (-3.31, -3.45, 0.49)  0.545
O (-3.11, -3.05, -0.94)  -0.568
C (-4.68, -4.61, 0.52)  -1.038
H (-3.53, -1.24, 1.36)  0.331
H (-5.08, -1.84, 0.73)  0.286
H (-4.47, -2.41, 2.31)  0.374
H (-5.54, -4.19, 0.00)  0.328
H (-4.94, -4.84, 1.56)  0.433
H (-4.36, -5.53, 0.02)  0.337
C (-7.35, 4.30, -1.99)  -0.735
S (-6.10, 3.51, -3.02)  0.519
O (-6.33, 2.04, -2.95)  -0.564
C (-4.71, 3.90, -1.95)  -0.952
H (-8.32, 4.15, -2.46)  0.327
H (-7.35, 3.85, -1.00)  0.297
H (-7.14, 5.37, -1.92)  0.258
H (-4.88, 3.47, -0.96)  0.292
H (-4.59, 4.98, -1.88)  0.372
H (-3.81, 3.46, -2.38)  0.296
C (0.11, -6.80, 1.30)  -0.892
S (1.59, -7.83, 1.19)  0.454
O (2.49, -7.43, 2.31)  -0.595
C (2.23, -7.08, -0.31)  -0.786
H (-0.43, -7.08, 2.20)  0.372
H (0.40, -5.75, 1.35)  0.254
H (-0.52, -6.98, 0.43)  0.349
H (2.38, -6.01, -0.15)  0.109
H (1.53, -7.24, -1.13)  0.419
H (3.18, -7.55, -0.55)  0.327
C (-8.51, -7.70, 2.84)  -0.942
S (-6.96, -7.80, 1.92)  0.466
O (-6.09, -6.70, 2.41)  -0.574
C (-7.65, -7.28, 0.34)  -0.920
H (-8.30, -7.95, 3.88)  0.315
H (-8.91, -6.69, 2.78)  0.302
H (-9.22, -8.42, 2.43)  0.372
H (-8.11, -6.30, 0.44)  0.290
H (-8.39, -8.01, 0.01)  0.397
H (-6.84, -7.23, -0.39)  0.291
C (-8.42, 0.95, -5.48)  -0.913
S (-7.54, -0.39, -6.30)  0.582
O (-7.34, 0.01, -7.72)  -0.651
C (-8.91, -1.56, -6.27)  -0.985
H (-7.76, 1.81, -5.43)  0.170
H (-9.31, 1.21, -6.05)  0.441
H (-8.69, 0.64, -4.47)  0.370
H (-9.77, -1.14, -6.78)  0.322
H (-9.17, -1.78, -5.23)  0.324
H (-8.60, -2.47, -6.77)  0.319
C (-7.66, 9.68, -2.21)  -0.932
S (-6.70, 8.77, -0.99)  0.436
O (-7.01, 7.32, -1.17)  -0.604
C (-7.63, 9.34, 0.45)  -0.959
H (-7.27, 9.44, -3.20)  0.310
H (-8.71, 9.39, -2.15)  0.304
H (-7.55, 10.75, -2.03)  0.374
H (-8.68, 9.07, 0.33)  0.308
H (-7.53, 10.42, 0.54)  0.385
H (-7.23, 8.86, 1.33)  0.308

Properties
HOMO energy	-0.3463	Eh
total charge	+1
lowest unoccupied orbital energy	-0.16017	Ha
maximum force	1.86	eV/A
2S+1	1

---

[2]
The following is a quantum chemistry calculation of C45H60Br2N2O12P as an isolated structure, from the Open Molecules 2025 dataset.

Last column: Mulliken charge in e.
Element x y z (Å)
C (2.42, -0.79, 3.52)  -0.252
C (2.25, 0.40, 4.46)  -0.740
N (2.31, 1.63, 3.69)  0.588
C (1.06, 1.81, 2.83)  -1.277
C (1.54, 1.96, 1.38)  -0.252
P (0.26, 2.21, -0.06)  1.734
N (-0.75, 3.44, 0.76)  -0.616
C (-0.70, 0.67, 0.53)  -0.954
C (-1.82, 0.81, 1.57)  -1.212
C (-3.25, 1.04, 0.99)  0.739
C (-3.76, 2.46, 1.31)  -1.385
C (-4.21, 0.06, 1.71)  -1.697
C (-1.02, 2.39, -1.52)  -0.612
Br (-0.86, 0.98, -2.95)  -0.140
C (-1.24, 3.69, -2.34)  0.193
C (-1.08, 5.07, -1.72)  -1.378
Br (-0.27, 3.76, -4.09)  -0.223
O (1.30, 3.55, -0.55)  -0.536
C (2.40, 3.18, -1.35)  -0.590
C (2.82, 4.16, -2.46)  -1.683
C (2.41, 1.59, -1.59)  1.675
C (3.81, 1.22, -0.95)  -2.072
C (2.64, 1.18, -3.07)  -2.072
C (2.29, -0.26, -3.49)  -0.571
C (2.00, -1.32, -2.44)  0.079
O (3.17, -1.88, -1.81)  -0.681
O (1.30, 1.10, -0.97)  1.313
C (2.58, 2.77, 4.48)  0.508
C (3.64, 3.70, 3.93)  -1.216
O (2.06, 3.00, 5.52)  -0.559
H (3.17, -0.56, 2.77)  0.120
H (1.47, -0.88, 2.98)  0.187
H (2.59, -1.72, 4.06)  0.194
H (1.32, 0.31, 5.06)  0.081
H (3.07, 0.38, 5.19)  0.485
H (0.57, 2.69, 3.24)  0.452
H (0.49, 0.90, 3.01)  0.235
H (2.29, 2.75, 1.43)  0.049
H (2.02, 1.01, 1.18)  -0.362
H (-0.23, 4.30, 0.64)  0.368
H (-0.82, 3.33, 1.76)  0.265
H (0.07, 0.02, 0.97)  0.169
H (-1.10, 0.07, -0.29)  0.916
H (-1.65, 1.50, 2.40)  0.314
H (-1.90, -0.17, 2.06)  0.697
H (-3.26, 0.80, -0.07)  0.425
H (-4.85, 2.42, 1.33)  0.499
H (-3.39, 3.20, 0.60)  0.034
H (-3.46, 2.73, 2.32)  0.253
H (-3.97, -0.97, 1.45)  0.398
H (-3.96, 0.14, 2.78)  0.342
H (-5.25, 0.30, 1.56)  0.439
H (-1.98, 2.12, -1.10)  -0.246
H (-2.27, 3.65, -2.70)  0.594
H (-1.51, 5.80, -2.41)  0.492
H (-1.69, 5.12, -0.83)  0.278
H (-0.06, 5.37, -1.54)  0.206
H (3.21, 3.32, -0.62)  0.272
H (1.99, 4.81, -2.70)  0.289
H (3.58, 4.82, -2.06)  0.418
H (3.26, 3.70, -3.35)  0.271
H (4.55, 1.90, -1.35)  0.512
H (3.83, 1.34, 0.13)  0.062
H (4.14, 0.21, -1.23)  0.745
H (3.69, 1.36, -3.28)  0.612
H (2.12, 1.87, -3.73)  0.265
H (1.42, -0.23, -4.15)  0.062
H (3.09, -0.65, -4.13)  0.465
H (1.56, -2.17, -2.98)  0.495
H (1.25, -1.05, -1.70)  -0.404
H (3.19, -1.49, -0.93)  0.261
H (4.50, 3.76, 4.60)  0.375
H (3.19, 4.68, 3.74)  0.301
H (4.00, 3.32, 2.98)  0.227
C (3.04, -2.56, 9.28)  -0.409
C (2.71, -2.96, 8.06)  -0.414
C (3.42, -2.44, 6.86)  0.341
O (3.11, -2.80, 5.75)  -0.473
C (4.52, -1.47, 7.08)  -0.189
C (4.85, -1.08, 8.31)  -0.417
C (4.14, -1.59, 9.51)  0.348
O (4.45, -1.23, 10.62)  -0.564
H (2.54, -2.92, 10.17)  0.397
H (1.91, -3.66, 7.88)  0.415
H (5.02, -1.11, 6.20)  0.436
H (5.65, -0.37, 8.49)  0.401
C (-3.31, -3.19, -6.20)  -0.284
C (-2.65, -3.50, -7.31)  -0.458
C (-1.37, -2.83, -7.65)  0.302
O (-0.76, -3.12, -8.67)  -0.571
C (-0.86, -1.80, -6.72)  -0.461
C (-1.53, -1.48, -5.61)  -0.193
C (-2.80, -2.15, -5.27)  0.491
O (-3.42, -1.86, -4.26)  -0.573
H (-4.25, -3.66, -5.93)  0.410
H (-3.00, -4.26, -8.00)  0.418
H (0.07, -1.32, -6.99)  0.468
H (-1.17, -0.72, -4.92)  0.343
C (2.78, -4.30, 0.10)  -0.263
C (2.05, -5.39, -0.11)  -0.454
C (1.28, -6.02, 0.99)  0.299
O (0.61, -7.02, 0.80)  -0.585
C (1.37, -5.40, 2.33)  -0.516
C (2.10, -4.31, 2.55)  -0.131
C (2.87, -3.67, 1.44)  0.590
O (3.54, -2.68, 1.63)  -0.541
H (3.35, -3.82, -0.69)  0.404
H (1.97, -5.86, -1.08)  0.431
H (0.80, -5.88, 3.12)  0.448
H (2.18, -3.84, 3.52)  0.334
C (-8.97, -2.00, -5.65)  -0.389
C (-9.49, -1.20, -4.72)  -0.390
C (-8.62, -0.42, -3.80)  0.364
O (-9.10, 0.30, -2.95)  -0.544
C (-7.15, -0.56, -3.96)  -0.548
C (-6.63, -1.36, -4.89)  -0.071
C (-7.50, -2.14, -5.81)  0.464
O (-7.02, -2.86, -6.66)  -0.547
H (-9.58, -2.57, -6.33)  0.403
H (-10.56, -1.08, -4.59)  0.396
H (-6.54, 0.01, -3.28)  0.586
H (-5.56, -1.47, -5.01)  0.273

Properties
HOMO energy	-0.1859	Eh
total charge	-1
lowest unoccupied orbital energy	-0.01049	Ha
maximum force	2.44	eV/A
2S+1	1